No. 1
Formula: C3H5ClNOP
Source: the Open Molecules 2025 dataset
Level of theory: the ωB97M-V functional and the def2-TZVPD basis

Energy above the lowest of the compared OMol25 structures with the same formula, charge and spin, kJ/mol: 231.3
SMILES: N#C/C=C/Cl.O=[PH3]
Gap between HOMO and LUMO, eV: 9.9
Highest occupied orbital energy, eV: -9.4

XYZ file:
```
12
C3H5ClNOP | the Open Molecules 2025 dataset | the ωB97M-V functional and the def2-TZVPD basis
N 0.0429 -2.9545 -0.2452
C -0.4586 -2.0072 0.1772
C -1.3998 -1.0912 0.6201
C -1.9930 -0.3767 -0.3511
Cl -3.2623 0.6912 0.0707
H -1.3487 -0.8771 1.6596
H -1.6552 -0.2931 -1.3858
O 0.6275 0.7953 -0.0389
P 1.9833 1.3082 -0.0907
H 2.0842 1.9559 -1.2741
H 2.2559 2.3123 0.8113
H 3.1238 0.5369 0.0469
```

Atom charges from the Mulliken analysis, given in e for atoms 1 to 6: number 1, N, carries -0.45; number 2, C, carries 0.35; number 3, C, carries -0.30; number 4, C, carries -0.08; number 5, Cl, carries -0.16; number 6, H, carries 0.31

No. 2
Formula: C3H5MgNaO3
Source: the Open Molecules 2025 dataset
Level of theory: the ωB97M-V functional and the def2-TZVPD basis

Energy above the lowest of the compared OMol25 structures with the same formula, charge and spin, kJ/mol: 128.0
Spin multiplicity: 2
Gap between HOMO and LUMO (alpha / beta), eV: 5.8 / 5.0
Highest occupied orbital energy (alpha / beta), eV: -21.8 / -21.8
Net charge: +3

XYZ file:
```
13
C3H5MgNaO3 | the Open Molecules 2025 dataset | the ωB97M-V functional and the def2-TZVPD basis
H 0.7344 -1.4148 1.0849
O 1.6104 -0.4664 0.1213
C 1.8563 -1.7187 -0.4823
C 1.2362 -2.6003 0.6922
C -3.5473 0.0768 0.2273
O -2.4693 0.1525 -0.2099
O -4.5980 0.0244 0.6878
Mg 3.1229 0.6854 0.8603
Na -0.3412 0.9245 -1.2550
H 2.9203 -1.9790 -0.5513
H 1.2156 -1.8743 -1.3598
H 1.9561 -2.6348 1.5140
H 1.0190 -3.5836 0.2662
```

Atom charges from the Mulliken analysis, given in e for atoms 1 to 6: number 1, H, carries 0.35; number 2, O, carries -0.45; number 3, C, carries -0.12; number 4, C, carries -0.60; number 5, C, carries 0.68; number 6, O, carries -0.50

No. 3
Formula: C4H6Si2
Source: the Open Molecules 2025 dataset
Level of theory: the ωB97M-V functional and the def2-TZVPD basis

Energy above the lowest of the compared OMol25 structures with the same formula, charge and spin, kJ/mol: 0.0
SMILES: C#C[SiH]([SiH3])C#C
Gap between HOMO and LUMO, eV: 10.8
Highest occupied orbital energy, eV: -10.0

XYZ file:
```
12
C4H6Si2 | the Open Molecules 2025 dataset | the ωB97M-V functional and the def2-TZVPD basis
C 1.1592 2.6188 0.1012
C 0.7749 1.5169 0.3702
Si 0.0903 -0.2362 0.6202
Si -2.1980 -0.2975 -0.0377
C 1.2337 -1.2110 -0.4052
C 2.1586 -1.7217 -0.9779
H 1.5992 3.6300 -0.1122
H 0.3989 -0.6370 2.0537
H -2.2760 -0.6771 -1.4131
H -2.7731 -1.4792 0.8003
H -3.0911 0.7032 0.4415
H 2.9234 -2.2094 -1.4410
```

Atom charges from the Mulliken analysis, given in e for atoms 1 to 6: number 1, C, carries 0.46; number 2, C, carries -0.90; number 3, Si, carries 0.21; number 4, Si, carries 0.33; number 5, C, carries -0.90; number 6, C, carries 0.43

No. 4
Formula: C5H6F4N2O
Source: the Open Molecules 2025 dataset
Level of theory: the ωB97M-V functional and the def2-TZVPD basis

Energy above the lowest of the compared OMol25 structures with the same formula, charge and spin, kJ/mol: 131.7
SMILES: CN1C(=O)N(C)C(F)(F)C1(F)F
Gap between HOMO and LUMO, eV: 10.9
Highest occupied orbital energy, eV: -10.1

XYZ file:
```
18
C5H6F4N2O | the Open Molecules 2025 dataset | the ωB97M-V functional and the def2-TZVPD basis
C -0.8550 -2.3985 0.0383
N -0.4165 -1.0737 0.4462
C -1.0517 0.1025 0.1816
O -2.2252 0.2709 0.2652
N -0.0597 1.0540 0.0238
C -0.4658 2.4516 -0.2059
C 1.3095 0.7411 0.0455
F 1.9941 1.3164 -1.0245
F 2.0105 1.1830 1.1449
C 1.3035 -0.7721 -0.0487
F 1.3996 -1.2687 -1.2267
F 2.0474 -1.4461 0.8567
H -0.6985 -2.7735 -0.9081
H -0.4884 -3.1750 0.8103
H -1.9533 -2.6272 0.2791
H -0.3300 2.9014 -1.1302
H -1.6217 2.5375 -0.1413
H 0.1009 2.9764 0.5937
```

Atom charges from the Mulliken analysis, given in e for atoms 1 to 6: number 1, C, carries -1.02; number 2, N, carries -0.23; number 3, C, carries 0.63; number 4, O, carries -0.58; number 5, N, carries -0.04; number 6, C, carries -1.02

No. 5
Formula: C24H26F2N4RuSi
Source: the Open Molecules 2025 dataset
Level of theory: the ωB97M-V functional and the def2-TZVPD basis

Spin multiplicity: 5
Gap between HOMO and LUMO (alpha / beta), eV: 4.6 / 6.9
Highest occupied orbital energy (alpha / beta), eV: -4.4 / -7.9

XYZ file:
```
58
C24H26F2N4RuSi | the Open Molecules 2025 dataset | the ωB97M-V functional and the def2-TZVPD basis
Ru 0.0676 0.3391 -0.6261
F 5.5152 -0.7326 -0.6650
C 4.4861 0.1808 -0.6596
C 3.1831 -0.2914 -0.8047
C 2.1434 0.6154 -0.6740
C 2.4040 2.0091 -0.6605
C 3.7749 2.3931 -0.6343
F 4.0975 3.7511 -0.7752
C 4.8467 1.5348 -0.5551
C 1.2680 3.0107 -0.7908
C 1.3538 4.4148 -0.4533
C 0.3070 5.2812 -0.6983
C -0.8840 4.6765 -1.2348
C -0.9098 3.3006 -1.5406
N 0.1374 2.4324 -1.2549
H 2.9985 -1.3351 -0.9532
H 5.9166 1.8449 -0.3865
H 2.2586 4.6940 0.0112
H 0.3545 6.3337 -0.3772
H -1.8022 5.2982 -1.3594
H -1.7802 2.8503 -1.9643
C -0.8055 -1.4420 2.2946
Si 0.6732 -0.5923 1.5274
C 1.1994 0.9874 2.5015
C 2.0511 -1.8834 1.6487
H -1.4088 -0.8075 2.9038
H -0.4761 -2.2339 2.9486
H -1.4117 -1.8603 1.4212
H 0.7016 1.9168 2.2346
H 2.2891 1.2530 2.4469
H 0.9910 0.7955 3.5415
H 1.6651 -2.6989 2.2484
H 2.9206 -1.4311 2.2150
H 2.3549 -2.3805 0.6849
C -5.5551 -0.0907 -0.4533
N -4.1650 0.4403 -0.1824
C -3.7698 1.3958 0.8005
C -2.4296 1.5051 0.6685
N -1.9859 0.7227 -0.3889
C -3.0786 0.0919 -0.8238
H -6.0754 -0.1961 0.4777
H -5.3562 -1.1213 -0.8048
H -6.1454 0.5128 -1.1796
H -4.4961 1.7201 1.5441
H -1.7794 2.2826 1.2072
H -3.0362 -0.6751 -1.6085
N -0.0299 -1.3497 -0.9676
C -0.1627 -2.6560 -1.1084
C -1.2768 -3.2286 -0.5190
C -1.3696 -4.6449 -0.3967
C -0.3643 -5.4371 -0.8606
C 0.8796 -4.8935 -1.2681
C 0.9406 -3.5320 -1.4974
H -2.1220 -2.6310 -0.2023
H -2.2084 -5.1725 0.1189
H -0.5299 -6.5083 -0.8739
H 1.6917 -5.5906 -1.4537
H 1.9438 -3.1685 -1.7882
```

Atom charges from the Mulliken analysis, given in e for atoms 1 to 6: number 1, Ru, carries -0.33; number 2, F, carries -0.34; number 3, C, carries 0.75; number 4, C, carries -0.70; number 5, C, carries 0.28; number 6, C, carries 0.38

No. 6
Formula: C22H71CuHfN4O17S
Source: the Open Molecules 2025 dataset
Level of theory: the ωB97M-V functional and the def2-TZVPD basis

Gap between HOMO and LUMO, eV: 5.2
Highest occupied orbital energy, eV: -8.3

XYZ file:
```
117
C22H71CuHfN4O17S | the Open Molecules 2025 dataset | the ωB97M-V functional and the def2-TZVPD basis
Hf -7.3364 17.2250 -30.9517
Cu -6.1143 18.5172 -33.9446
S -5.0596 15.7989 -33.3098
O -3.7436 15.2949 -33.0148
O -5.9680 14.6487 -33.4450
O -5.6031 16.6026 -32.1446
O -5.1185 16.7234 -34.4614
C -3.9751 17.2817 -27.7207
C -5.3299 17.8254 -28.2429
C -5.5511 19.1819 -27.6003
O -5.5131 17.4825 -29.5816
H -3.5437 16.4386 -28.2621
H -3.9422 17.0451 -26.6577
H -3.2130 18.0559 -27.8762
H -6.0283 17.2056 -27.6553
H -5.0799 20.0484 -28.0742
H -5.3159 19.1538 -26.5386
H -6.6073 19.4808 -27.6269
C -8.0961 20.8086 -32.3783
C -6.6238 20.4287 -32.3052
C -5.9833 21.0508 -31.0586
O -6.4049 19.0249 -32.2351
H -8.6173 20.3162 -33.2107
H -8.2935 21.8781 -32.3828
H -8.6141 20.2956 -31.5647
H -6.0323 20.8236 -33.1430
H -6.5351 20.8438 -30.1393
H -5.8824 22.1417 -31.0730
H -4.9470 20.7199 -30.9687
O -8.3871 18.7250 -29.7752
H -8.3459 19.5065 -29.2150
C -2.6844 18.4205 -32.2659
C -1.4543 18.2179 -31.3859
C -1.2673 19.5330 -30.5786
O -0.3567 19.4641 -29.5088
C 0.9564 19.0990 -29.9120
N -1.7383 17.1447 -30.4241
H -2.5524 19.3535 -32.8286
H -3.6864 18.4150 -31.8398
H -2.5499 17.6257 -33.0028
H -0.5849 18.0724 -32.0265
H -2.2297 19.8514 -30.1704
H -0.9907 20.2896 -31.3306
H 1.2920 19.7384 -30.7341
H 0.9884 18.0473 -30.2056
H 1.6246 19.2640 -29.0693
H -0.9806 17.2117 -29.7495
H -2.5678 17.4665 -29.9355
C -0.8653 26.4545 -32.2562
C -1.3623 25.5503 -33.3806
C -2.8716 25.3716 -33.3979
O -3.2601 24.2691 -34.1708
C -4.6753 24.1108 -34.1718
N -0.7611 25.8824 -34.6930
H 0.2162 26.5665 -32.2882
H -1.0122 25.8239 -31.3703
H -1.3737 27.3929 -32.0391
H -0.8541 24.5924 -33.2418
H -3.3686 26.3166 -33.6541
H -3.0746 25.2308 -32.3245
H -5.0226 23.9126 -33.1550
H -4.9708 23.2570 -34.7825
H -5.0244 25.0116 -34.6846
H -0.7308 25.0216 -35.2334
H -1.3751 26.4045 -35.3169
C -5.3584 23.5689 -26.8867
C -5.3398 23.4161 -28.4034
C -5.5891 24.7656 -29.0876
O -5.8518 24.5790 -30.4454
C -6.5310 25.6357 -31.0881
N -4.0037 22.8927 -28.7409
H -4.6746 24.3354 -26.5034
H -5.2763 22.6763 -26.2744
H -6.2313 24.1830 -26.6193
H -6.0792 22.6752 -28.7271
H -4.7267 25.4250 -28.9268
H -6.3868 25.2075 -28.4758
H -6.8199 25.2338 -32.0587
H -5.9179 26.5311 -31.2226
H -7.4412 25.8568 -30.5231
H -3.9884 21.9121 -28.4734
H -4.0934 22.8558 -29.7579
C -7.5657 22.4350 -35.8639
C -8.8681 22.3104 -36.6650
C -9.3499 23.5895 -37.3337
O -9.8972 24.4496 -36.3245
C -10.3881 25.6629 -36.8415
N -8.7321 21.2299 -37.6792
H -7.3867 21.4656 -35.4002
H -7.7783 23.1762 -35.0844
H -6.7196 22.8427 -36.4169
H -9.6100 21.8555 -35.9992
H -9.9154 23.4936 -38.2579
H -8.3949 24.1178 -37.4718
H -11.4309 25.5961 -37.1631
H -9.8078 26.0497 -37.6858
H -10.3526 26.4789 -36.1194
H -8.2440 20.4669 -37.2277
H -8.1514 21.5818 -38.4340
O -9.3623 18.0122 -32.1119
H -9.5119 18.3762 -33.0037
H -10.1783 17.5487 -31.8830
O -11.1550 21.9436 -33.2468
H -10.9706 20.9971 -33.2644
H -11.3556 22.1706 -34.1609
O -10.3288 24.5192 -33.6851
H -10.1568 23.7123 -33.1874
H -10.0154 24.3189 -34.5841
O -9.5939 22.4403 -29.7079
H -10.2563 22.0256 -30.2724
H -8.8093 22.5016 -30.2615
O -11.0472 19.2385 -29.7321
H -11.3573 18.8639 -30.5585
H -10.0737 19.0980 -29.7329
O -11.0312 19.0693 -34.0245
H -11.4655 19.0831 -34.8863
H -11.1545 18.1660 -33.7169
```

Atom charges from the Mulliken analysis, given in e for atoms 1 to 6: number 1, Hf, carries 0.71; number 2, Cu, carries -0.23; number 3, S, carries 1.18; number 4, O, carries -0.61; number 5, O, carries -0.73; number 6, O, carries -0.81